Below is a molecular structure, C20H16AsN8OS4Tl, with properties calculated with ωB97M-V/def2-TZVPD.

Element x y z (Å)
Tl (1.52181, 3.90474, -1.20741)
As (3.41960, 6.25529, -0.25073)
S (4.75215, 7.59943, 0.73990)
S (1.54896, 5.88126, 0.86480)
S (2.81037, 6.83682, -2.24057)
S (4.22290, 4.20314, -0.42002)
O (-1.42957, -2.16996, -0.44599)
N (3.29356, -0.68928, -0.77491)
N (-2.37375, -3.52072, -1.89087)
N (-3.34793, -3.08042, -0.99039)
N (-0.11237, 2.87608, 0.99035)
N (-1.45174, 2.05155, 2.50042)
N (2.51237, 1.29416, -0.32982)
N (-2.02686, 3.22258, 2.12717)
N (3.57148, -0.49425, 0.53948)
C (-1.17450, 3.68696, 1.23414)
C (3.09296, 0.71785, 0.75007)
C (-2.13401, 1.14313, 3.38728)
C (-2.50535, -0.61149, 1.62270)
C (-5.15931, -0.92039, 2.33474)
C (2.54098, -3.16910, -3.35397)
C (3.60822, -1.93978, -1.42628)
C (-3.02338, 0.15518, 2.65980)
C (0.05401, -3.05363, -2.15019)
C (-2.74823, -2.29281, -0.16949)
C (2.41067, -2.54765, -2.12106)
C (1.15566, -2.49126, -1.52402)
C (-0.31325, 1.87336, 1.79970)
C (0.19376, -3.69490, -3.37785)
C (2.66000, 0.39484, -1.26498)
C (-4.63769, -1.68680, 1.30822)
C (-1.27428, -2.95743, -1.53380)
C (1.43941, -3.74593, -3.97622)
C (-4.35887, 0.00142, 3.00110)
C (-3.30446, -1.52074, 0.94697)
H (3.51052, -3.19622, -3.83780)
H (-1.37971, 0.60663, 3.96611)
H (-6.20038, -1.02797, 2.61068)
H (-0.67784, -4.12845, -3.84962)
H (2.33301, 0.48951, -2.28994)
H (1.03727, -1.98789, -0.57224)
H (0.33481, 1.01753, 1.92558)
H (-4.77904, 0.61277, 3.79107)
H (-1.47350, -0.48682, 1.32040)
H (-1.28804, 4.64439, 0.74882)
H (-2.72747, 1.74814, 4.06977)
H (3.18406, 1.22302, 1.69878)
H (4.42402, -1.80144, -2.13844)
H (-5.24633, -2.40702, 0.77776)
H (1.55263, -4.21738, -4.94388)
H (3.96266, -2.60003, -0.63536)

LUMO energy (eV): 2.8785
Largest force on an atom (eV/Å): 0.679
Charge: -2
Gap between HOMO and LUMO (hartree): 0.1149
HOMO energy (eV): -0.2
DFT total energy (eV): -143843.444

Below is a molecular structure, C20H16BrN3O7Ti at a distorted geometry, with properties calculated with ωB97M-V/def2-TZVPD.

Element x y z (Å)
Br (2.58673, 1.34534, -3.09146)
Ti (0.28066, 1.21910, -0.59001)
O (-0.34124, -0.25815, 0.59135)
O (3.33734, 1.15907, 2.04476)
O (1.36521, -3.43961, 5.63055)
O (2.10329, 1.01871, 0.20128)
O (-2.55972, -1.29065, 1.61457)
O (-2.09102, -3.28882, 2.25361)
O (3.10892, -2.21251, 5.37968)
N (-1.79009, -2.11875, 2.07075)
N (1.96111, -2.51181, 5.10950)
N (0.40956, -0.13025, -2.29448)
C (0.17282, 3.53445, 0.05940)
C (0.21068, 3.58649, -1.34193)
C (2.39317, 0.70158, 1.42897)
C (1.36256, -1.90596, 3.93711)
C (1.21083, -0.72806, -4.46129)
C (1.26186, 0.02104, -3.29941)
C (-0.45461, -1.70902, 2.43284)
C (-1.86528, 2.26264, -0.05465)
C (0.22529, -1.69482, -4.56175)
C (1.51469, -0.33185, 2.11591)
C (-1.80325, 2.24909, -1.44821)
C (-0.88191, 2.89401, 0.73194)
C (0.11048, -2.31766, 3.52995)
C (-1.77193, -2.92042, -3.58402)
C (-0.74315, 2.91308, -2.10279)
C (2.04719, -0.92044, 3.24397)
C (-0.68399, -1.88846, -3.52142)
C (0.22283, -0.71934, 1.65660)
C (-0.93820, 2.85546, 2.23426)
C (-0.54649, -1.07090, -2.41436)
H (1.03744, 4.08022, -1.83258)
H (3.02221, -0.59773, 3.57922)
H (-1.89987, -3.40846, -2.61817)
H (-0.94435, 3.86549, 2.64552)
H (0.96479, 4.00000, 0.63048)
H (-0.42603, -3.08380, 4.06787)
H (0.16646, -2.30958, -5.45205)
H (-1.19480, -1.18257, -1.55197)
H (1.93006, -0.56153, -5.24896)
H (-0.68423, 2.91770, -3.18163)
H (-2.72563, -2.46175, -3.85120)
H (-2.56510, 1.74052, -2.02131)
H (-2.65021, 1.70880, 0.44503)
H (-1.83060, 2.33530, 2.57728)
H (-0.06763, 2.33677, 2.64001)
H (-1.54688, -3.68192, -4.32874)

LUMO energy (spin up / spin down) (eV): -0.5074 / -0.6034
Largest force on an atom (eV/Å): 1.792
Charge: 0
Gap between HOMO and LUMO (spin up / spin down) (hartree): 0.2412 / 0.2970
HOMO energy (spin up / spin down) (eV): -7.1 / -8.7
DFT total energy (eV): -132957.218
Energy above the lowest of the compared OMol25 structures with the same formula, charge and spin (kcal per mole): 1.80
Expectation value of S²: 2.008
Spin multiplicity: 3

Below is a molecular structure, C20H16Cl3NO9V, with properties calculated with ωB97M-V/def2-TZVPD.

Element x y z (Å)
V (-0.02308, -0.10712, -0.21738)
Cl (3.52728, -6.45375, 1.77034)
Cl (3.40246, -1.17458, 0.82129)
Cl (-0.27015, 2.22767, -7.23734)
O (-3.56891, -0.92734, -1.60698)
O (-1.70648, -3.10017, 1.75938)
O (-0.09283, 3.31294, -0.10020)
O (2.02816, -0.34514, -2.00701)
O (-0.12060, 1.01103, -1.55652)
O (0.88885, 1.31498, 3.28830)
O (0.89138, 1.04350, 1.06501)
O (0.47486, -1.57680, 0.70610)
O (-1.38541, -1.17844, -1.16842)
N (-1.63694, 0.59569, 0.85953)
C (-0.23960, 1.83154, -5.55108)
C (-1.37906, 1.73256, -3.43046)
C (2.05099, 0.23622, -3.07167)
C (0.90884, 1.29816, -4.99958)
C (3.28573, -3.81768, 1.26371)
C (-0.20798, 1.24310, -2.86387)
C (-2.09640, 1.97728, 0.50562)
C (0.92299, 0.97505, -3.64473)
C (2.61968, -5.00833, 1.48954)
C (-2.74724, -0.35307, 0.57539)
C (-1.12768, 0.55362, 2.24448)
C (-0.95106, -4.00350, 1.50251)
C (-1.15896, 3.14693, 0.79626)
C (0.50119, -3.88634, 1.30424)
C (-2.61171, -0.85166, -0.86962)
C (0.33698, 1.02069, 2.26006)
C (1.23983, -5.04761, 1.51838)
C (1.15785, -2.66940, 0.99770)
C (2.56336, -2.65670, 1.02555)
C (-1.38170, 2.02905, -4.78366)
H (0.58325, 2.66111, 0.11784)
H (-1.78320, 4.04008, 0.71043)
H (-1.30408, -5.05073, 1.51963)
H (-2.27547, 2.41648, -5.25259)
H (4.36546, -3.77821, 1.27374)
H (-2.38212, 1.96607, -0.54473)
H (-3.00510, 2.14082, 1.09619)
H (-3.71086, 0.12608, 0.73972)
H (1.77430, 1.10285, -5.61997)
H (2.95067, 0.19830, -3.71276)
H (-2.64029, -1.20741, 1.23105)
H (-1.17732, -0.47305, 2.60056)
H (0.72868, -5.97846, 1.72770)
H (-1.71656, 1.19428, 2.90350)
H (-2.26548, 1.86714, -2.82934)
H (-0.81742, 3.12220, 1.83756)

LUMO energy (spin up / spin down) (eV): -1.8811 / -1.3119
Largest force on an atom (eV/Å): 0.945
Charge: 0
Gap between HOMO and LUMO (spin up / spin down) (hartree): 0.2604 / 0.2844
HOMO energy (spin up / spin down) (eV): -9.0 / -9.1
DFT total energy (eV): -104174.432
Energy above the lowest of the compared OMol25 structures with the same formula, charge and spin (kcal per mole): 19.72
Expectation value of S²: 0.760
Spin multiplicity: 2

Below is a molecular structure, C20H16ClF5O3PScTe, with properties calculated with ωB97M-V/def2-TZVPD.

Element x y z (Å)
Te (0.93059, -4.36545, 1.54607)
Sc (2.02143, -1.73789, 0.13122)
Cl (3.86019, -2.89885, -1.25232)
P (0.01130, 0.28830, -0.15344)
F (1.78600, -5.72815, 2.42781)
F (0.50400, -3.70696, 3.21975)
F (-0.63104, -5.33678, 1.48709)
F (2.60201, -3.40801, 1.59008)
F (1.52652, -5.17198, -0.01763)
O (2.41588, -0.52108, 1.88937)
O (0.34971, -2.87495, 0.67213)
O (3.12366, 0.11157, -0.07431)
C (0.64551, 1.78377, 0.69227)
C (1.76489, 3.98462, 1.97444)
C (2.49499, 2.80962, 1.87310)
C (-0.42252, 0.89342, -1.81123)
C (-1.92215, 1.91373, -3.39855)
C (0.48523, 4.06591, 1.43948)
C (0.32193, 1.35627, -4.05687)
C (1.93302, 1.71898, 1.23045)
C (-1.67300, 1.42628, -2.12493)
C (-1.55305, -0.09567, 0.67825)
C (2.24319, -2.36266, -1.98694)
C (2.61019, 0.39839, 1.04636)
C (-0.07209, 2.96956, 0.79980)
C (-2.47371, -0.93477, 0.04999)
C (-0.92564, 1.87664, -4.36519)
C (-3.60360, -1.36313, 0.72779)
C (-2.89991, -0.14828, 2.67584)
C (-3.81929, -0.96922, 2.04155)
C (-1.76814, 0.28473, 1.99939)
C (0.57301, 0.86368, -2.78415)
H (3.49344, 2.74616, 2.28548)
H (-1.12342, 2.25477, -5.35996)
H (-2.45531, 1.44990, -1.37809)
H (-1.07088, 3.03556, 0.38344)
H (-1.04966, 0.91557, 2.50915)
H (-4.69847, -1.31038, 2.57235)
H (2.19733, 4.84442, 2.46917)
H (1.10175, 1.32657, -4.80659)
H (1.76117, -3.28283, -2.31044)
H (-2.30371, -1.26435, -0.96723)
H (2.50126, -1.74256, -2.84058)
H (-3.05681, 0.15380, 3.70307)
H (-4.31043, -2.01558, 0.23179)
H (1.54822, 0.45851, -2.54069)
H (-0.07822, 4.98613, 1.51975)
H (-2.89543, 2.32270, -3.63730)

LUMO energy (eV): -0.7628
Largest force on an atom (eV/Å): 0.947
Charge: 0
Gap between HOMO and LUMO (hartree): 0.3071
HOMO energy (eV): -9.1
DFT total energy (eV): -90538.865
Energy above the lowest of the compared OMol25 structures with the same formula, charge and spin (kcal per mole): 74.00

What is the formula in the second record?
C20H16BrN3O7Ti

Among the records above, which one has the highest DFT total energy?
C20H16ClF5O3PScTe

Which value of largest force on an atom does entry 2 give?
1.792 eV/Å